(1)
Computed, not measured: an isolated molecule of C3H3N3 in a non-equilibrium geometry, with ωB97M-V/def2-TZVPD.

```
! wB97M-V def2-TZVPD RIJCOSX def2/J DEFGRID3
* xyz 0 1
N 0.450 2.281 0.409
C 0.101 1.184 0.469
C -0.137 -0.246 0.408
N 0.976 -0.565 -0.556
C -1.527 -0.589 -0.040
N -2.601 -0.852 -0.386
H -0.044 -0.723 1.411
H 1.920 -0.333 -0.231
H 0.861 -0.158 -1.485
*
```

M   81.08 g/mol
Energy   -7628.1086 eV
Frontier orbital gap   10.97 eV
HOMO energy   -0.387 Eh
Structure (SMILES)   N#CC(N)C#N

***

(2)
Computed, not measured: an isolated molecule of C3H3N3, with ωB97M-V/def2-TZVPD.

```
! wB97M-V def2-TZVPD RIJCOSX def2/J DEFGRID3
* xyz 0 1
C 0.194 0.951 -0.308
C 1.301 0.118 -0.043
N 1.115 -1.181 -0.267
N -0.073 -1.666 0.203
N -1.105 -0.986 0.429
C -1.040 0.348 -0.076
H -0.756 1.206 0.756
H 2.323 0.475 0.068
H -1.973 0.717 -0.497
*
```

M   81.08 g/mol
Energy   -7623.5138 eV
Frontier orbital gap   8.44 eV
HOMO energy   -0.345 Eh

***

(3)
Computed, not measured: an isolated molecule of C3H3N3 in a non-equilibrium geometry, with ωB97M-V/def2-TZVPD.

```
! wB97M-V def2-TZVPD RIJCOSX def2/J DEFGRID3
* xyz 0 1
C 0.641 -0.010 0.830
N -0.459 -0.054 -0.285
C -0.977 1.120 -0.583
N -1.254 2.209 -0.779
C -0.398 -1.121 -1.023
N -0.416 -2.114 -1.594
H 1.016 0.980 1.086
H 0.347 -0.458 1.807
H 1.501 -0.552 0.542
*
```

M   81.08 g/mol
Energy   -7627.6328 eV
Frontier orbital gap   11.02 eV
HOMO energy   -0.387 Eh
Structure (SMILES)   CN(C#N)C#N